A.
A 10-piece molecular cluster, C36H100N8O10 overall, computed with the ωB97M-V functional and the def2-TZVPD basis.

Properties
lowest unoccupied orbital energy	0.0184	Eh
gap between HOMO and LUMO	9.35	eV
structure (SMILES)	COC[C@H](C)N.COC[C@H](C)N.COC[C@H](C)N.COC[C@H](C)N.COC[C@H](C)N.COC[C@H](C)N.COC[C@H](C)N.COC[C@H](C)N.CCO.CCO
highest occupied orbital energy	-8.84	eV

ORCA input file:
```
! RIJCOSX wB97M-V def2-TZVPD def2/J DEFGRID3
* xyz 0 1
C 4.09277 3.10974 0.19534
C 5.39780 2.36993 0.40910
O 5.68565 2.14395 1.78107
H 3.69634 3.02353 -0.82204
H 4.19768 4.19333 0.30208
H 3.31876 2.74472 0.86896
H 6.19939 2.87380 -0.14115
H 5.34699 1.37249 -0.03976
H 6.18517 2.89101 2.12080
C 3.56481 5.49349 -3.55114
C 4.35340 4.36438 -4.14879
O 5.51925 4.11406 -3.35766
H 4.15531 6.39682 -3.39323
H 3.05849 5.25195 -2.61685
H 2.77806 5.79362 -4.25048
H 4.63074 4.57731 -5.18641
H 3.74547 3.44996 -4.19808
H 6.10458 3.54199 -3.86120
C 0.85908 1.39726 1.72985
C -0.35941 1.16649 0.86676
C -0.14289 1.52453 -0.60036
O 0.21407 2.89245 -0.73392
C 0.77719 3.18947 -1.98158
N -0.75558 -0.24171 0.94548
H 1.19187 2.42237 1.56150
H 1.66041 0.70997 1.44708
H 0.62066 1.23743 2.77921
H -1.22586 1.70912 1.25514
H -1.05283 1.34662 -1.18684
H 0.65783 0.85931 -0.96058
H 0.05590 3.07189 -2.80180
H 1.70773 2.66418 -2.22214
H 1.03664 4.25142 -1.96343
H -0.09015 -0.92291 0.59608
H -1.64481 -0.39054 0.48791
C -2.67878 -1.51350 -1.75798
C -3.96841 -1.44585 -0.96604
C -4.48735 -2.82145 -0.58837
O -5.00181 -3.47530 -1.71630
C -5.44139 -4.76971 -1.41258
N -3.85260 -0.53633 0.18406
H -1.93661 -2.13814 -1.25775
H -2.24722 -0.51796 -1.87833
H -2.87665 -1.89083 -2.76138
H -4.77694 -1.07163 -1.60938
H -5.25039 -2.74392 0.20681
H -3.69089 -3.41433 -0.10211
H -4.64609 -5.36880 -0.94776
H -5.70919 -5.26211 -2.34743
H -6.31232 -4.78567 -0.74569
H -4.79135 -0.31612 0.50801
H -3.43480 -1.08204 0.94512
C -1.44832 5.47270 4.33262
C -2.17701 4.87600 3.14519
C -1.23244 4.65974 1.98588
O -0.78484 5.91418 1.52188
C 0.01188 5.76002 0.38165
N -2.67357 3.55710 3.56202
H -1.10752 6.49215 4.16118
H -0.58833 4.85328 4.60127
H -2.06700 5.44141 5.23534
H -3.00244 5.50687 2.79900
H -1.79074 4.20598 1.15153
H -0.42683 3.96367 2.24729
H 0.95467 5.23555 0.58022
H 0.21089 6.73781 -0.06008
H -0.50567 5.19127 -0.40052
H -3.10247 3.04587 2.79754
H -3.34701 3.65567 4.30913
C -3.48485 -0.21682 3.65340
C -3.37721 -1.73236 3.65081
C -4.74468 -2.36768 3.58327
O -4.58946 -3.76644 3.51959
C -5.80264 -4.45114 3.59321
N -2.55099 -2.19657 2.52928
H -2.49974 0.25310 3.66455
H -4.04370 0.15070 4.51774
H -4.02467 0.18771 2.79169
H -2.96017 -2.03494 4.62330
H -5.32071 -2.00728 2.71367
H -5.34950 -2.09921 4.46277
H -6.41144 -4.32764 2.68869
H -6.37986 -4.15170 4.47989
H -5.62911 -5.52089 3.72130
H -2.35832 -3.17494 2.69798
H -1.72277 -1.61173 2.45702
C -4.49301 4.49858 -0.78598
C -4.39733 2.99628 -0.94975
C -3.71989 2.61950 -2.24633
O -4.48336 3.08796 -3.35723
C -3.95692 2.67475 -4.57615
N -3.65522 2.43260 0.17146
H -5.08895 4.79620 0.07415
H -4.97039 4.95046 -1.65876
H -3.47510 4.88943 -0.69885
H -5.39497 2.54850 -0.98217
H -3.61599 1.53174 -2.37207
H -2.69897 3.03879 -2.30952
H -3.01442 3.19634 -4.80427
H -4.68843 2.86891 -5.35846
H -3.71823 1.59994 -4.61516
H -2.67364 2.68979 0.15956
H -3.65894 1.40580 0.14955
C 1.79609 -3.95387 -3.95149
C 0.81457 -3.92685 -2.79821
C 1.16414 -2.80792 -1.83706
O 0.40319 -2.77285 -0.64367
C 0.53147 -3.88756 0.20970
N -0.56103 -3.77334 -3.27246
H 1.89571 -2.97108 -4.41892
H 1.45477 -4.62835 -4.74005
H 2.78130 -4.29045 -3.62866
H 0.90679 -4.87449 -2.24287
H 1.02158 -1.84273 -2.32678
H 2.22226 -2.88324 -1.54995
H 0.02127 -3.68187 1.14922
H 1.59611 -3.97454 0.47919
H 0.15463 -4.78491 -0.28161
H -1.15415 -3.53752 -2.48888
H -0.92096 -4.58736 -3.74872
C 6.55777 -3.00136 -1.71606
C 5.33900 -2.60026 -2.52018
C 5.04511 -1.13149 -2.44518
O 3.74581 -0.88262 -2.91654
C 3.38817 0.47622 -2.81274
N 5.47933 -2.99398 -3.94045
H 6.49135 -2.63383 -0.68431
H 7.48908 -2.59331 -2.11268
H 6.64203 -4.08330 -1.61700
H 4.48915 -3.14695 -2.08761
H 5.81373 -0.58302 -3.01742
H 5.14880 -0.75426 -1.41608
H 2.41095 0.60660 -3.27171
H 4.15339 1.08703 -3.30862
H 3.32732 0.80415 -1.76551
H 4.93640 -2.31324 -4.46322
H 5.05062 -3.88961 -4.13140
C 1.75018 -4.53070 5.10538
C 2.70178 -4.41185 3.93513
C 2.55589 -3.06033 3.29300
O 3.55532 -2.88879 2.30933
C 3.39163 -1.71021 1.56282
N 4.08191 -4.69186 4.38341
H 0.70795 -4.41846 4.77912
H 1.90245 -3.73949 5.84304
H 1.77162 -5.51436 5.57148
H 2.44214 -5.16513 3.18640
H 2.53000 -2.21575 3.99465
H 1.59803 -3.05584 2.74250
H 4.26383 -1.40675 0.98594
H 3.21243 -0.88717 2.26908
H 2.53662 -1.81477 0.88047
H 4.26382 -4.11401 5.20006
H 4.69125 -4.32914 3.65499
*
```



B.
A 10-piece molecular cluster, C36H100N8O10 overall, computed with the ωB97M-V functional and the def2-TZVPD basis.

Properties
lowest unoccupied orbital energy	0.0147	Eh
gap between HOMO and LUMO	9.05	eV
structure (SMILES)	COC[C@H](C)N.COC[C@H](C)N.COC[C@H](C)N.COC[C@H](C)N.COC[C@H](C)N.COC[C@H](C)N.COC[C@H](C)N.COC[C@H](C)N.CCO.CCO
highest occupied orbital energy	-8.65	eV

ORCA input file:
```
! RIJCOSX wB97M-V def2-TZVPD def2/J DEFGRID3
* xyz 0 1
C 0.69395 -0.94819 2.88633
C 1.86298 -1.74003 2.22429
C 1.87918 -3.25452 2.54493
O 2.17388 -3.48631 3.91442
C 1.83278 -4.79793 4.40930
N 1.74591 -1.53376 0.78527
H 0.89748 -0.82310 3.94982
H -0.24030 -1.46818 2.67442
H 0.47009 0.06829 2.56267
H 2.74326 -1.30306 2.69574
H 2.68118 -3.67906 1.94107
H 0.97402 -3.81370 2.30808
H 2.31727 -4.99561 5.36549
H 2.15350 -5.59599 3.73970
H 0.76938 -4.92559 4.61172
H 2.52421 -1.97152 0.31335
H 1.92150 -0.54585 0.66987
C 3.27900 2.93696 2.70537
C 2.38000 3.93297 2.00774
C 2.38576 5.25817 2.75945
O 1.52563 6.12976 2.05469
C 1.46277 7.43546 2.55185
N 2.71317 4.09876 0.58615
H 3.15906 2.97812 3.78796
H 4.34913 3.11364 2.59712
H 3.21937 1.90183 2.36912
H 1.35068 3.58398 2.09023
H 3.41023 5.63024 2.74817
H 2.08326 5.15470 3.80151
H 0.71211 7.93771 1.94163
H 2.46586 7.86112 2.52526
H 1.12887 7.45085 3.58933
H 2.30137 3.32140 0.08993
H 2.22279 4.94532 0.33520
C -5.98775 -3.19451 4.30257
C -6.13589 -2.02040 3.36813
C -4.77240 -1.53613 2.79267
O -3.94987 -1.02037 3.86284
C -3.04827 -0.02593 3.46248
N -7.06216 -2.30443 2.29655
H -5.26277 -3.91157 3.91744
H -6.90187 -3.77034 4.44716
H -5.44379 -2.98994 5.22472
H -6.63279 -1.20674 3.89647
H -5.07214 -0.78303 2.06391
H -4.34370 -2.26238 2.10211
H -2.23697 -0.01782 4.19037
H -3.42581 0.99437 3.39503
H -2.62808 -0.19098 2.47036
H -7.95886 -2.40220 2.75094
H -7.15358 -1.52012 1.66678
C -7.01693 -1.44624 -1.62658
C -6.01413 -0.73875 -0.72523
C -5.15031 0.19593 -1.57591
O -4.47571 1.09388 -0.74196
C -3.78412 2.14471 -1.48812
N -6.83954 -0.10525 0.30733
H -6.50118 -1.98796 -2.41945
H -7.76161 -0.76468 -2.03772
H -7.58121 -2.16209 -1.02889
H -5.34874 -1.46467 -0.25790
H -5.74633 0.74580 -2.30426
H -4.37530 -0.35376 -2.11005
H -3.01146 1.91001 -2.22024
H -3.28421 2.89049 -0.87006
H -4.54822 2.77176 -1.94752
H -6.13579 0.44426 0.77942
H -7.46546 0.58071 -0.08990
C 6.44384 3.67742 -3.42854
C 5.28830 4.70053 -3.60260
C 3.92580 4.23787 -3.04257
O 3.71006 2.87227 -3.43922
C 2.39041 2.46039 -3.25590
N 5.63673 5.96624 -2.99089
H 6.61490 3.47261 -2.37170
H 7.42763 4.00877 -3.76092
H 6.26584 2.76263 -3.99384
H 5.14893 4.93126 -4.65875
H 3.19703 4.83779 -3.58763
H 3.81759 4.30948 -1.96032
H 2.02947 2.63459 -2.24225
H 2.24894 1.38976 -3.40372
H 1.71449 3.02868 -3.89487
H 5.83817 5.88422 -2.00459
H 6.55622 6.12982 -3.37544
C -2.61478 -2.65446 -1.03988
C -1.74862 -3.23731 0.06278
C -2.14738 -4.72053 0.41835
O -1.33366 -5.21346 1.43449
C -1.75682 -4.75361 2.71796
N -0.33217 -3.33045 -0.43837
H -2.30851 -1.62479 -1.22444
H -3.67072 -2.66725 -0.76984
H -2.51066 -3.14801 -2.00614
H -1.77412 -2.73302 1.02877
H -1.95035 -5.32816 -0.46485
H -3.21783 -4.79210 0.61107
H -1.28604 -5.35454 3.49601
H -2.83174 -4.86893 2.85715
H -1.52013 -3.70670 2.90783
H -0.00551 -2.39576 -0.23896
H 0.21759 -3.88612 0.20123
C -1.08302 -4.34782 -5.79552
C -0.45891 -4.13795 -4.42152
C -0.12983 -2.65082 -4.10029
O 0.98446 -2.30805 -4.88283
C 1.62691 -1.05189 -4.54976
N -1.26411 -4.69357 -3.33364
H -2.06956 -3.89115 -5.87475
H -1.22071 -5.42334 -5.90681
H -0.48210 -3.96807 -6.62183
H 0.46466 -4.71364 -4.48233
H 0.08414 -2.57952 -3.03387
H -0.97124 -2.00198 -4.34346
H 2.40894 -0.88896 -5.29137
H 2.19511 -1.15200 -3.62497
H 0.98972 -0.17571 -4.66976
H -1.28885 -5.67244 -3.58121
H -0.76791 -4.59372 -2.45962
C 4.95509 -0.36727 -2.49563
C 4.57829 0.18743 -1.11101
C 5.27271 -0.63360 -0.03957
O 4.57788 -1.87833 0.09605
C 5.18315 -2.90970 0.75292
N 4.91282 1.58857 -1.08397
H 4.31551 -0.02132 -3.30765
H 4.97119 -1.45661 -2.46136
H 5.93018 0.01786 -2.79391
H 3.50551 0.22310 -0.92131
H 5.15208 -0.17859 0.94354
H 6.33749 -0.78631 -0.21573
H 4.49810 -3.75302 0.84024
H 5.56214 -2.50531 1.69150
H 6.08804 -3.20440 0.22149
H 4.48747 1.96774 -0.25005
H 4.70720 2.13108 -1.91071
C -1.38628 5.01710 1.16431
C -1.55729 4.50757 2.58630
O -1.51928 3.14512 2.62551
H -0.40061 4.84288 0.73282
H -1.60424 6.07444 1.01384
H -2.00670 4.43856 0.47985
H -2.50370 4.83742 3.01479
H -0.69825 4.88770 3.13916
H -1.10590 2.84727 3.43914
C -0.06953 0.44635 -1.48963
C -0.64156 0.82482 -0.12971
O -0.02572 2.07632 0.14338
H -0.33566 1.22221 -2.20749
H -0.47495 -0.49488 -1.86086
H 1.00690 0.30788 -1.38849
H -0.54554 0.01227 0.59047
H -1.70896 0.99720 -0.26770
H -0.43058 2.50146 0.90293
*
```



Last place for stability: B



A.
A 2-piece molecular cluster, C2H7N4O overall, computed with the ωB97M-V functional and the def2-TZVPD basis.

Properties
lowest unoccupied orbital energy (spin up / spin down)	-0.2231 / -0.2231	Eh
gap between HOMO and LUMO (spin up / spin down)	8.33 / 8.33	eV
highest occupied orbital energy (spin up / spin down)	-14.40 / -14.40	eV

ORCA input file:
```
! RIJCOSX wB97M-V def2-TZVPD def2/J DEFGRID3
* xyz 1 1
C -1.29557 0.37988 0.01091
C 2.08087 0.61294 0.62114
N -1.93604 0.91557 -0.93541
N 0.72364 -0.83291 -1.36631
N -1.64632 -0.16177 1.15204
N 0.20737 -0.15185 -0.30583
O 0.53033 -1.51356 -0.18318
H 1.61958 0.72287 1.58379
H 2.62853 -0.24279 0.49673
H 2.22366 1.41559 -0.18976
H -1.58078 1.21902 -1.77737
H 0.15954 -1.31559 -2.11833
H -2.63917 -0.09483 1.41969
H -1.07565 -0.95257 1.59189
*
```



B.
A 2-piece molecular cluster, C2H7N4O overall, computed with the ωB97M-V functional and the def2-TZVPD basis.

Properties
lowest unoccupied orbital energy	-0.1722	Eh
gap between HOMO and LUMO	10.46	eV
highest occupied orbital energy	-15.15	eV

ORCA input file:
```
! RIJCOSX wB97M-V def2-TZVPD def2/J DEFGRID3
* xyz 1 1
C -0.78169 -1.74002 0.05743
C -0.10637 -0.50119 -0.14216
N 3.50951 0.14055 0.52065
N 2.52553 0.58787 0.27921
N 0.02755 1.83918 -0.47694
N -0.52641 0.71141 0.07926
O -1.46899 0.80760 1.05683
H -1.58458 -1.59487 0.66546
H -1.10631 -2.17715 -0.89347
H -0.08298 -2.67974 0.29480
H 0.80789 -0.71340 -0.66965
H -2.23308 1.10885 0.56146
H 0.51682 1.64204 -1.33947
H 0.50310 2.56888 0.00659
*
```



Last place for stability: A